Record 1
{"formula": "H16O8", "method": "the ωB97M-V functional and the def2-TZVPD basis", "total_charge": 0, "gap_ev": 10.22, "energy_ev": -16639.53758, "smiles": "O.O.O.O.O.O.O.O", "e_homo_ev": -10.14, "elements": ["O", "H", "H", "O", "H", "H", "O", "H", "H", "O", "H", "H", "O", "H", "H", "O", "H", "H", "O", "H", "H", "O", "H", "H"], "xyz": [[0.2181, -1.0759, 1.7640], [-0.1279, -1.1689, 2.6330], [0.8321, -0.3529, 1.9070], [-0.9149, 1.8101, 3.2920], [-0.9399, 1.5581, 2.3470], [-1.5859, 2.4931, 3.3530], [-2.0569, 1.8691, 0.4020], [-2.9219, 2.3241, 0.5480], [-2.2249, 1.7561, -0.5400], [2.3691, -2.4679, 0.3390], [3.0271, -1.7539, 0.4550], [1.6691, -2.3579, 0.9840], [1.5231, 0.4011, -1.0830], [1.7881, 0.6801, -0.2340], [0.6411, -0.0079, -1.1010], [-0.8679, -0.6889, -0.6930], [-1.1609, 0.0381, -0.1650], [-0.3739, -1.2399, -0.1980], [-2.0039, 2.0491, -2.3020], [-1.6799, 2.8851, -2.6000], [-1.4109, 1.4211, -2.7320], [2.1861, -2.4669, -2.3640], [2.1011, -2.3899, -1.3660], [1.9151, -3.3149, -2.6470]], "forces_ev_per_angstrom": [[0.699, 0.173, -0.525], [-0.882, -0.458, 1.229], [0.301, 0.308, -0.285], [0.169, -0.411, -0.704], [-0.150, 0.267, 0.519], [-0.052, 0.101, 0.073], [-1.724, 0.669, 0.420], [0.974, -0.428, 0.784], [0.892, -0.173, -0.998], [0.869, 0.160, -0.039], [-0.677, -0.525, 0.029], [-0.150, 0.360, 0.316], [0.430, -0.150, -1.952], [-0.041, 0.430, 1.423], [0.118, 0.172, 0.379], [-2.625, 2.131, -3.997], [-0.359, 0.492, 0.957], [2.266, -2.866, 2.978], [-0.185, -0.904, -0.167], [0.239, 1.001, -0.151], [-0.076, -0.242, 0.124], [0.337, 1.797, 1.280], [0.070, -0.525, -1.610], [-0.444, -1.380, -0.083]]}

Record 2
{"formula": "C38H65BN7PS", "method": "the ωB97M-V functional and the def2-TZVPD basis", "total_charge": 0, "gap_ev": 7.59, "energy_ev": -71685.27847, "smiles": "Cc1cccc(CB(S)P(C)C)c1.CCCC#N.CCCC#N.CCCC#N.CCCC#N.CCCC#N.CCCC#N.CCCC#N", "e_homo_ev": -7.42, "elements": ["C", "C", "C", "C", "C", "C", "C", "B", "S", "P", "C", "C", "C", "H", "H", "H", "H", "H", "H", "H", "H", "H", "H", "H", "H", "H", "H", "H", "H", "C", "C", "C", "C", "N", "H", "H", "H", "H", "H", "H", "H", "C", "C", "C", "C", "N", "H", "H", "H", "H", "H", "H", "H", "C", "C", "C", "C", "N", "H", "H", "H", "H", "H", "H", "H", "C", "C", "C", "C", "N", "H", "H", "H", "H", "H", "H", "H", "C", "C", "C", "C", "N", "H", "H", "H", "H", "H", "H", "H", "C", "C", "C", "C", "N", "H", "H", "H", "H", "H", "H", "H", "C", "C", "C", "C", "N", "H", "H", "H", "H", "H", "H", "H"], "xyz": [[2.6442, -1.0589, -1.1977], [2.4476, 0.3264, -2.0124], [2.9154, 0.4707, -3.4838], [2.6560, 1.8486, -4.1958], [1.9625, 3.0532, -3.4977], [1.5057, 2.8301, -2.0183], [0.7342, 4.0327, -1.2356], [-0.8139, 4.2240, -1.7950], [-1.1298, 5.7372, -2.9021], [-2.2250, 3.0360, -1.3476], [-2.8546, 2.0667, -2.8674], [-1.6797, 1.7094, -0.1340], [1.7520, 1.5023, -1.2450], [3.3721, -1.7561, -1.7383], [2.9701, -0.8500, -0.1245], [1.6049, -1.5677, -1.1716], [3.4127, -0.4101, -4.0008], [2.9999, 1.9034, -5.2868], [1.8043, 4.0486, -4.0482], [1.3332, 4.9878, -1.4048], [0.6358, 3.7377, -0.1312], [-0.3196, 5.5613, -4.0249], [-2.9891, 2.7833, -3.7466], [-3.8733, 1.6276, -2.5540], [-2.0887, 1.2321, -3.0708], [-0.5959, 1.8556, 0.1947], [-2.3105, 1.7385, 0.8349], [-1.7853, 0.6756, -0.6130], [1.4697, 1.3063, -0.1574], [1.8355, 2.1260, 4.7381], [1.7215, 3.0499, 3.5305], [0.5400, 2.6999, 2.6229], [0.6978, 1.3031, 2.0959], [0.8225, 0.1889, 1.6817], [2.0161, 1.0903, 4.4373], [2.6727, 2.4304, 5.3709], [0.9241, 2.1555, 5.3422], [2.6544, 3.0035, 2.9593], [1.6094, 4.0806, 3.8797], [0.4938, 3.3960, 1.7820], [-0.4023, 2.7698, 3.1734], [2.7676, -5.0186, 1.6270], [1.9135, -4.5036, 2.7805], [1.8729, -2.9754, 2.8550], [3.2594, -2.4368, 3.0605], [4.3502, -2.0145, 3.2222], [3.8137, -4.7196, 1.7354], [2.7439, -6.1108, 1.5951], [2.3986, -4.6419, 0.6681], [2.3031, -4.9105, 3.7197], [0.8938, -4.8823, 2.6644], [1.2392, -2.6563, 3.6864], [1.4588, -2.5568, 1.9335], [-1.3985, 6.2526, 4.0748], [-1.4936, 7.1648, 2.8561], [-2.6703, 6.8164, 1.9413], [-2.5202, 5.4132, 1.4290], [-2.4021, 4.3087, 1.0242], [-1.2252, 5.2123, 3.7870], [-0.5642, 6.5559, 4.7119], [-2.3151, 6.2969, 4.6705], [-0.5564, 7.1042, 2.2935], [-1.5993, 8.1998, 3.1940], [-2.7035, 7.5044, 1.0925], [-3.6164, 6.9003, 2.4828], [-1.9446, -2.8093, -3.0986], [-2.8381, -2.8217, -1.8622], [-2.0649, -2.6034, -0.5571], [-1.0497, -3.6933, -0.3673], [-0.2487, -4.5477, -0.2181], [-1.2137, -3.6224, -3.0764], [-2.5449, -2.9380, -3.9995], [-1.4037, -1.8622, -3.1826], [-3.3709, -3.7775, -1.8214], [-3.5932, -2.0360, -1.9620], [-2.7540, -2.6082, 0.2914], [-1.5512, -1.6379, -0.5718], [0.8969, -1.8502, 6.4836], [0.9629, -1.6442, 7.9935], [-0.2608, -0.9111, 8.5493], [-0.3677, 0.4502, 7.9246], [-0.4517, 1.5189, 7.4314], [0.8793, -0.8978, 5.9471], [1.7748, -2.4013, 6.1371], [0.0049, -2.4198, 6.2042], [1.8717, -1.0843, 8.2355], [1.0464, -2.6193, 8.4822], [-0.1727, -0.8001, 9.6329], [-1.1744, -1.4739, 8.3394], [1.9097, -6.4681, -2.2009], [3.3194, -6.6376, -2.7578], [4.1863, -5.3890, -2.5744], [3.5685, -4.2243, -3.2940], [3.0830, -3.3089, -3.8598], [1.3639, -5.6756, -2.7189], [1.3381, -7.3910, -2.3269], [1.9362, -6.2271, -1.1343], [3.2530, -6.8901, -3.8210], [3.8008, -7.4825, -2.2563], [5.1877, -5.5646, -2.9756], [4.2845, -5.1423, -1.5136], [-4.2946, 0.4859, -8.4943], [-5.1880, 0.4626, -7.2584], [-4.4054, 0.6372, -5.9548], [-3.4101, -0.4754, -5.7940], [-2.6146, -1.3385, -5.6677], [-3.5788, -0.3400, -8.4896], [-4.8975, 0.3874, -9.4003], [-3.7367, 1.4250, -8.5571], [-5.7384, -0.4834, -7.2365], [-5.9285, 1.2638, -7.3397], [-5.0886, 0.6271, -5.1018], [-3.8720, 1.5915, -5.9512]], "forces_ev_per_angstrom": [[-0.716, 0.755, -0.799], [-0.182, 1.947, -0.857], [-2.184, 3.415, 2.412], [-0.754, -0.724, 2.695], [0.764, -4.123, 1.818], [0.656, -1.521, -0.461], [0.142, -0.724, -0.528], [1.867, -0.942, -0.720], [-0.270, -0.522, -0.701], [-0.565, -0.198, -0.537], [0.184, -0.308, 0.204], [0.306, -0.588, 0.703], [1.441, 0.164, -4.637], [-1.046, 1.109, 0.832], [-0.385, -0.273, -1.499], [1.703, 0.658, 0.036], [-0.795, 1.414, 0.681], [-0.611, 0.171, 1.810], [0.251, -1.781, 1.059], [-0.744, -1.206, 0.609], [0.556, 0.579, -1.526], [-0.329, -0.136, 1.375], [0.266, -1.094, 1.187], [1.607, 0.610, -0.646], [-1.334, 1.218, -0.086], [-1.657, -0.288, -0.747], [0.863, 0.042, -1.722], [0.287, 1.416, 0.629], [0.425, 0.602, -1.976], [-0.051, 0.011, 0.107], [0.331, -0.101, 0.252], [0.399, -0.716, -0.156], [0.183, -3.798, -1.165], [-0.498, 4.640, 1.978], [-0.020, 0.059, -0.045], [-0.091, -0.022, -0.025], [0.108, -0.019, -0.015], [-0.149, 0.074, -0.065], [-0.084, -0.038, -0.142], [-0.119, -0.191, 0.015], [0.012, -0.146, -0.127], [0.066, -0.051, -0.098], [0.087, -0.314, -0.094], [0.786, -0.012, 0.119], [2.272, 1.261, 0.347], [-3.385, -1.371, -0.472], [-0.064, 0.053, 0.036], [-0.039, 0.070, -0.037], [-0.017, -0.031, 0.100], [-0.078, 0.101, -0.013], [0.039, 0.148, 0.014], [0.145, 0.140, -0.082], [0.135, 0.084, 0.086], [0.060, 0.033, 0.075], [0.230, -0.066, 0.277], [0.344, -0.697, -0.314], [-0.008, -2.409, -0.988], [-0.151, 3.864, 2.143], [-0.082, 0.057, -0.012], [-0.101, -0.016, -0.017], [0.088, -0.047, -0.028], [-0.141, 0.070, -0.051], [-0.054, -0.051, -0.145], [-0.069, -0.182, -0.021], [0.049, -0.140, -0.089], [-0.051, -0.135, 0.096], [0.067, -0.107, -0.351], [0.319, -0.719, -0.092], [1.872, -1.718, 0.560], [-2.500, 2.636, -0.437], [0.006, 0.074, 0.103], [0.149, 0.067, 0.154], [-0.036, -0.097, -0.074], [-0.002, 0.110, 0.133], [0.040, -0.028, 0.150], [0.209, -0.051, 0.047], [0.102, -0.154, 0.048], [0.049, -0.050, -0.067], [0.217, -0.144, -0.250], [0.234, 0.711, -0.379], [-0.454, 2.422, -0.932], [0.290, -3.345, 1.518], [-0.048, -0.038, 0.055], [-0.072, 0.026, 0.030], [0.053, 0.046, -0.002], [-0.130, -0.035, 0.077], [-0.064, 0.127, 0.075], [-0.099, 0.134, -0.114], [0.025, 0.160, -0.033], [-0.003, -0.057, 0.043], [-0.333, -0.209, -0.015], [-0.465, 0.426, -0.551], [-0.865, 2.191, -1.181], [1.524, -2.913, 1.731], [0.076, 0.006, 0.094], [0.045, 0.064, 0.050], [-0.090, 0.011, -0.124], [0.146, 0.052, 0.078], [0.102, 0.122, -0.056], [-0.077, 0.193, 0.002], [-0.057, 0.108, -0.102], [-0.011, -0.005, -0.093], [-0.033, -0.054, -0.345], [0.353, -0.756, -0.065], [1.907, -1.733, 0.528], [-2.604, 2.818, -0.706], [-0.019, 0.086, 0.064], [0.058, 0.052, 0.065], [-0.024, -0.088, -0.014], [0.021, 0.109, 0.110], [0.048, -0.053, 0.147], [0.187, -0.035, 0.020], [0.057, -0.143, 0.045]]}

Record 3
{"formula": "C9H19O4P", "method": "the ωB97M-V functional and the def2-TZVPD basis", "total_charge": 0, "gap_ev": [7.33, 8.48], "energy_ev": -27116.01339, "e_homo_ev": [-7.99, -8.23], "elements": ["C", "C", "C", "C", "C", "C", "C", "C", "C", "O", "O", "O", "O", "P", "H", "H", "H", "H", "H", "H", "H", "H", "H", "H", "H", "H", "H", "H", "H", "H", "H", "H", "H"], "xyz": [[-2.4849, 0.6891, -0.0689], [-1.3375, 0.3464, 0.7602], [-2.3889, 1.0286, -1.4980], [-3.8516, -0.0851, 0.3919], [-1.1322, -0.7081, 1.8377], [2.2073, 2.0579, 1.5736], [2.0048, -2.6962, -1.2371], [3.1164, 1.0957, 0.8931], [0.8832, -1.7931, -1.5970], [1.7247, 2.0249, -1.5195], [-1.8608, 1.5996, 0.8736], [2.4433, 0.1172, 0.1122], [1.3071, -0.5089, -1.9615], [1.3518, 0.7123, -0.9340], [-2.2416, 2.0655, -1.6813], [-3.3631, 0.7693, -1.9276], [-1.6218, 0.5623, -2.0843], [-4.6593, 0.1909, -0.2627], [-3.9982, 0.1438, 1.4959], [-3.6328, -1.1133, 0.2141], [-0.1118, -0.8752, 2.1542], [-1.4641, -1.7474, 1.5193], [-1.6734, -0.5591, 2.7596], [1.2856, 2.3123, 0.9062], [1.7959, 1.7355, 2.5541], [2.8509, 2.8675, 1.8114], [1.6778, -3.6862, -1.0013], [2.6698, -2.9581, -2.1752], [2.4202, -2.1627, -0.3252], [3.6666, 0.6451, 1.7611], [3.7883, 1.5915, 0.1030], [0.1849, -1.4956, -0.8225], [0.4435, -2.1666, -2.6252]], "forces_ev_per_angstrom": [[-1.001, -2.223, 1.221], [0.704, -0.476, -0.464], [-1.200, -0.183, -0.948], [2.384, 2.431, 0.770], [-0.302, -1.184, -0.567], [-2.633, 0.222, -0.345], [1.581, 0.340, -0.223], [1.456, 0.201, -0.375], [-1.535, -0.584, -3.119], [-0.257, -0.795, 0.072], [-0.152, -0.083, 0.901], [-0.502, -0.493, 0.282], [1.291, 1.867, -1.047], [-0.329, -0.051, 0.146], [0.026, 1.093, 0.211], [0.274, 0.092, -0.349], [0.520, -0.697, 0.055], [-0.516, 0.347, 0.158], [-0.172, -0.442, -1.502], [0.045, -0.915, 0.153], [0.497, 0.417, -0.225], [0.227, 1.334, -0.217], [-0.462, 0.652, 0.253], [1.844, 0.223, 1.291], [0.272, -0.340, -0.662], [0.063, 1.410, 0.035], [-0.653, -0.523, 0.673], [-0.737, 1.350, 2.045], [0.653, -1.263, -1.289], [0.068, -0.282, -1.430], [-0.599, -0.321, 1.753], [-0.804, -1.571, 0.400], [-0.049, 0.448, 2.346]]}

Record 4
{"formula": "C6H11NO", "method": "the ωB97M-V functional and the def2-TZVPD basis", "total_charge": 0, "gap_ev": 10.33, "energy_ev": -9936.95027, "smiles": "C[C@H]1N=COC1(C)C", "e_homo_ev": -9.43, "elements": ["C", "C", "N", "C", "O", "C", "C", "C", "H", "H", "H", "H", "H", "H", "H", "H", "H", "H", "H"], "xyz": [[-0.3779, 1.8705, -0.0795], [0.4416, 0.6805, -0.4907], [1.8550, 0.9241, -0.5763], [2.3992, 0.2458, 0.3301], [1.6863, -0.5017, 1.1175], [0.3293, -0.5249, 0.4679], [-0.8843, -0.5560, 1.4310], [0.2951, -1.8001, -0.3942], [-0.1258, 2.1928, 0.9004], [-1.4139, 1.6860, -0.0126], [-0.1744, 2.6499, -0.7572], [-0.0373, 0.3855, -1.4243], [3.4220, 0.2434, 0.5169], [-0.5944, -1.5749, 1.8506], [-1.6643, -0.6646, 0.7462], [-0.8217, 0.1582, 2.2073], [-0.7798, -1.9665, -0.5659], [0.7845, -2.6388, 0.0355], [0.7722, -1.7285, -1.3806]], "forces_ev_per_angstrom": [[1.035, -0.076, 0.652], [-1.532, -0.665, 0.473], [0.290, 0.848, -1.139], [-0.255, 0.933, -0.858], [-2.309, -1.317, 1.300], [0.741, 0.039, -0.941], [4.541, -3.048, 0.030], [-0.741, 0.723, -0.669], [0.581, 0.520, 0.996], [-1.301, -0.470, -0.414], [0.051, 1.149, -0.805], [0.628, -0.230, -0.471], [1.748, 0.052, 0.341], [-1.369, 1.043, 0.229], [-1.891, 0.296, -0.221], [-0.582, 0.970, 0.453], [0.427, -0.527, -0.136], [0.015, -0.812, 0.953], [-0.077, 0.572, 0.226]]}

The following energy above the lowest of the compared OMol25 structures with the same formula, charge and spin values (in eV) correspond, in order, to the records above: 2.473 4.133 3.439 1.504.